Record 1
{"formula": "C51H92O42", "method": "ωB97M-V/def2-TZVPD", "spin_multiplicity": 1, "charge": 0, "orbital_gap_ha": 0.3576, "e_tot_ha": -5158.54922, "de_lowest_kj_mol": 0.0, "symbols": ["C", "C", "O", "C", "O", "O", "H", "H", "H", "H", "C", "C", "O", "C", "O", "O", "H", "H", "H", "H", "C", "C", "O", "C", "O", "O", "H", "H", "H", "H", "C", "C", "O", "C", "O", "O", "H", "H", "H", "H", "C", "C", "O", "C", "O", "O", "H", "H", "H", "H", "C", "C", "O", "C", "O", "O", "C", "H", "H", "H", "H", "H", "H", "H", "H", "C", "C", "O", "C", "O", "O", "C", "H", "H", "H", "H", "H", "H", "H", "H", "C", "C", "O", "C", "O", "O", "C", "H", "H", "H", "H", "H", "H", "H", "H", "C", "C", "O", "C", "O", "O", "C", "H", "H", "H", "H", "H", "H", "H", "H", "C", "C", "O", "C", "O", "O", "C", "H", "H", "H", "H", "H", "H", "H", "H", "C", "C", "O", "C", "O", "O", "C", "H", "H", "H", "H", "H", "H", "H", "H", "C", "C", "O", "C", "O", "O", "C", "H", "H", "H", "H", "H", "H", "H", "H", "C", "C", "O", "C", "O", "O", "C", "H", "H", "H", "H", "H", "H", "H", "H", "C", "C", "O", "C", "O", "O", "C", "H", "H", "H", "H", "H", "H", "H", "H"], "positions_angstrom": [[-23.6226, 7.0700, -1.9388], [-24.5046, 5.8441, -2.0982], [-25.0385, 6.0480, -3.4404], [-24.2207, 6.8764, -4.1260], [-24.2071, 6.9999, -5.3039], [-23.3507, 7.4621, -3.2790], [-22.7597, 6.8071, -1.3281], [-24.1494, 7.9185, -1.4951], [-25.4276, 5.8191, -1.5130], [-24.1028, 4.8284, -2.1030], [-26.1015, 14.4067, -3.3941], [-26.0670, 12.8865, -3.4856], [-25.6484, 12.5454, -2.1572], [-24.9640, 13.5763, -1.6478], [-24.3518, 13.5436, -0.6411], [-25.0663, 14.6585, -2.4434], [-27.0919, 14.7324, -3.0767], [-25.8419, 14.8349, -4.3589], [-25.2713, 12.5701, -4.1655], [-27.0178, 12.4431, -3.7616], [-27.3075, 11.0096, -13.1284], [-26.3439, 9.9196, -12.6366], [-26.6330, 9.7610, -11.2655], [-27.6391, 10.5682, -10.8896], [-28.0819, 10.6653, -9.8071], [-27.9955, 11.3461, -11.9274], [-28.0774, 10.6382, -13.8024], [-26.7646, 11.8569, -13.5396], [-25.3202, 10.2546, -12.7914], [-26.4409, 8.9807, -13.1824], [-20.7707, 11.0375, -4.9595], [-21.7391, 9.9087, -5.2615], [-22.7874, 10.1662, -4.3030], [-22.2859, 10.8729, -3.2701], [-22.8775, 11.0885, -2.2584], [-21.0526, 11.2974, -3.5739], [-21.0237, 11.9050, -5.5734], [-19.7124, 10.8211, -5.0283], [-21.3573, 8.9165, -4.9985], [-22.1793, 9.8767, -6.2521], [-17.4731, 14.8612, -6.1384], [-18.7272, 13.9992, -5.9827], [-18.2195, 12.6717, -6.2893], [-16.9704, 12.7598, -6.7821], [-16.4053, 11.8304, -7.2661], [-16.4590, 13.9842, -6.5721], [-17.2640, 15.3598, -5.1848], [-17.6014, 15.7082, -6.8150], [-19.5159, 14.1375, -6.7231], [-19.2010, 14.0262, -5.0061], [-27.3880, 13.6264, -9.0780], [-26.8382, 14.7328, -8.1780], [-27.4115, 14.7174, -6.8868], [-28.2550, 15.6826, -6.5568], [-28.7616, 16.4754, -7.3022], [-28.6885, 15.4476, -5.3126], [-29.7391, 16.2701, -4.8092], [-28.3785, 13.8235, -9.4768], [-27.3199, 12.6850, -8.5420], [-26.7023, 13.6052, -9.9305], [-27.0564, 15.6680, -8.7070], [-25.7522, 14.7084, -8.1176], [-30.6994, 15.7428, -4.8390], [-29.7786, 17.2751, -5.2041], [-29.5811, 16.1705, -3.7285], [-19.7749, 12.5433, -9.6229], [-19.4912, 13.8067, -10.3997], [-20.4422, 14.8290, -10.1212], [-20.1590, 15.7992, -9.2805], [-19.1098, 15.9337, -8.6967], [-21.2668, 16.4811, -8.9976], [-21.2695, 17.3116, -7.8600], [-20.8181, 12.2740, -9.8005], [-19.5705, 12.6330, -8.5556], [-19.1994, 11.6825, -9.9637], [-19.5172, 13.5797, -11.4649], [-18.4710, 14.1426, -10.2113], [-22.3012, 17.6028, -7.6753], [-20.6999, 18.2365, -7.9729], [-20.8652, 16.8180, -6.9731], [-29.7441, 7.8895, 0.5945], [-29.0753, 7.0964, -0.5341], [-27.7973, 7.7051, -0.7613], [-27.6585, 8.4119, -1.8615], [-28.4450, 8.5175, -2.7431], [-26.4748, 8.9790, -1.8239], [-26.0878, 9.8621, -2.8789], [-30.1590, 8.8064, 0.1792], [-29.0124, 8.0935, 1.3740], [-30.5431, 7.3327, 1.0856], [-29.6289, 7.1026, -1.4666], [-28.9235, 6.0934, -0.1436], [-25.9166, 10.8473, -2.4436], [-26.8541, 9.9773, -3.6449], [-25.1529, 9.4722, -3.2782], [-19.7228, 12.4453, -0.8048], [-20.5844, 12.4706, -2.0640], [-21.2902, 13.7074, -2.0255], [-21.7408, 14.1760, -3.1686], [-21.4326, 13.7668, -4.2569], [-22.5162, 15.2060, -2.9332], [-22.8299, 16.0853, -3.9891], [-18.9476, 13.2066, -0.8186], [-19.3140, 11.4428, -0.6771], [-20.3679, 12.6097, 0.0582], [-21.2616, 11.6119, -2.0814], [-20.0251, 12.2906, -2.9852], [-22.7130, 15.6225, -4.9640], [-22.2345, 17.0040, -3.9431], [-23.8295, 16.4759, -3.7984], [-29.3913, 8.3112, -7.3293], [-30.6542, 7.9232, -6.5650], [-31.4144, 7.1967, -7.5764], [-32.7091, 7.0099, -7.4094], [-33.3854, 7.4167, -6.4979], [-33.1471, 6.2041, -8.3906], [-34.5564, 6.0112, -8.4372], [-29.6623, 9.1615, -7.9592], [-28.9524, 7.5357, -7.9493], [-28.7038, 8.7695, -6.6137], [-31.1898, 8.8486, -6.3623], [-30.5169, 7.2903, -5.6940], [-35.1251, 6.9273, -8.3064], [-34.8344, 5.3127, -7.6400], [-34.7998, 5.4751, -9.3515], [-25.7484, 9.1645, -7.0895], [-25.3241, 10.1905, -8.0878], [-24.0473, 10.7558, -7.7724], [-23.9506, 11.9823, -7.2849], [-24.8539, 12.6926, -6.9130], [-22.6807, 12.3498, -7.4615], [-22.2686, 13.6793, -7.0895], [-25.8932, 9.5165, -6.0647], [-24.9422, 8.4292, -6.9588], [-26.5826, 8.5304, -7.3815], [-26.0636, 10.9821, -8.2084], [-25.2074, 9.6963, -9.0552], [-21.3697, 13.5320, -6.4964], [-22.9730, 14.2372, -6.4785], [-22.0491, 14.1453, -8.0449], [-23.6594, 13.7047, -16.0770], [-23.2410, 13.0393, -14.7959], [-23.7762, 13.7866, -13.7097], [-23.7819, 13.2508, -12.4981], [-23.9752, 12.0885, -12.2693], [-23.6199, 14.2219, -11.6223], [-23.5714, 13.8401, -10.2638], [-23.2866, 14.7327, -16.0919], [-24.7392, 13.7440, -16.2160], [-23.2126, 13.2808, -16.9769], [-22.1473, 13.0285, -14.7343], [-23.5363, 11.9889, -14.7295], [-22.8058, 13.0865, -10.0793], [-24.5043, 13.3507, -9.9602], [-23.4557, 14.6867, -9.5972], [-24.4993, 6.1970, -9.6084], [-25.4979, 5.3502, -10.3768], [-26.8106, 5.6948, -9.9620], [-27.8834, 5.1242, -10.4830], [-27.8958, 4.4066, -11.4451], [-28.9295, 5.5472, -9.8048], [-30.2420, 5.1005, -10.1940], [-23.5070, 5.7964, -9.8183], [-24.6488, 6.2284, -8.5307], [-24.5486, 7.2324, -9.9634], [-25.2594, 4.3324, -10.0525], [-25.4224, 5.4280, -11.4585], [-30.8755, 5.7723, -9.6163], [-30.4359, 4.1152, -9.7682], [-30.3561, 5.2126, -11.2677], [-18.2731, 7.9511, -5.3024], [-17.6604, 8.3731, -6.6236], [-18.5473, 8.1803, -7.7324], [-19.4904, 9.0630, -7.9447], [-19.6493, 10.0963, -7.3617], [-20.2959, 8.5671, -8.8770], [-21.2792, 9.4157, -9.4476], [-17.4735, 7.8948, -4.5599], [-18.5814, 6.9010, -5.3539], [-19.1297, 8.5205, -4.9523], [-16.8270, 7.7047, -6.8206], [-17.3507, 9.4187, -6.6225], [-20.8860, 9.9891, -10.2827], [-21.7516, 10.1044, -8.7459], [-22.0651, 8.7411, -9.7804]], "mulliken_charge": [-0.1853, -0.3502, -0.3724, 0.4988, -0.5201, -0.0590, 0.4196, 0.1300, 0.1516, 0.2665, 0.1377, -0.3188, -0.4285, 0.4169, -0.5456, -0.3176, 0.1119, 0.1602, -0.0158, 0.4479, -0.2239, -0.1871, -0.0749, 0.5402, -0.4639, -0.4148, 0.2712, 0.1670, 0.0970, 0.3439, 1.3679, 0.1404, 0.1871, 0.3909, -0.6324, -0.6800, -0.7400, 0.4145, 0.2882, -0.5016, -0.3109, 1.4231, 0.1024, 0.3709, -0.5829, -0.3916, 0.3247, 0.2338, -0.9173, -0.3116, -0.7037, -0.0751, -0.1250, 0.5612, -0.5930, -0.2485, -0.7877, 0.5457, -0.0131, 0.1276, 0.5599, -0.2316, 0.2959, 0.3759, 0.2454, 0.8811, -1.0719, -0.1314, 0.7765, -0.6286, -0.2724, -0.6367, -0.8567, -0.3814, 0.6878, 0.4320, 0.3516, 0.2662, 0.3521, 0.1878, -1.1524, -0.2295, -0.3174, 0.8322, -0.5974, -0.3589, 0.0178, 0.2937, 0.2981, 0.3872, 0.3157, 0.2960, 0.3289, 0.2695, -0.1895, -1.8482, 1.0584, -0.4229, 0.1982, 0.0897, -0.3651, -0.2067, 0.3992, 0.3876, 0.3626, 0.0852, -0.0239, -0.1501, 0.2726, 0.3091, -0.3174, -0.6951, -0.0765, 0.6141, -0.6026, -0.2611, -0.7261, 0.1933, 0.1756, 0.1762, 0.3086, 0.3942, 0.3035, 0.3049, 0.2331, -0.6112, 1.3299, -0.0399, 0.1154, -0.4048, 0.8504, 1.6197, 0.0928, -0.0287, 0.1811, -0.7044, -0.2704, -1.3725, -0.0045, -0.7368, -1.2394, -0.1072, -0.3834, 0.6762, -0.5431, -0.3799, 0.3818, 0.3023, 0.2983, 0.3956, 0.2819, 0.2557, -0.4084, -0.1546, 0.3187, -0.7164, -0.4443, -0.0899, 0.5623, -0.6040, -0.1656, -0.5798, 0.5046, 0.1839, -0.0192, 0.3090, 0.3523, 0.1217, 0.3040, 0.3352, -0.9741, 0.0707, -0.4853, 0.4513, 0.0218, -0.4608, -0.3493, 0.4469, 0.3325, 0.0601, 0.3711, -0.0049, 0.4127, 0.0526, 0.1780]}


Record 2
{"formula": "C51H96BrFO11", "method": "ωB97M-V/def2-TZVPD", "spin_multiplicity": 1, "charge": 0, "orbital_gap_ha": 0.2783, "e_tot_ha": -5501.88214, "smiles": "CCOCCOc1cc(CCC(C)C)c2c(c1CC=O)C(=O)C([C@@H](Br)CC)=C(C[C@H](C)F)C2=O.CCOCC.CCOCC.CCOCC.CCOCC.CCOCC.CCOCC", "symbols": ["C", "C", "O", "C", "C", "O", "C", "C", "C", "C", "C", "C", "C", "C", "C", "C", "C", "C", "C", "O", "C", "O", "C", "C", "Br", "C", "C", "C", "C", "C", "C", "F", "C", "O", "H", "H", "H", "H", "H", "H", "H", "H", "H", "H", "H", "H", "H", "H", "H", "H", "H", "H", "H", "H", "H", "H", "H", "H", "H", "H", "H", "H", "H", "H", "H", "H", "H", "H", "H", "H", "C", "C", "O", "C", "C", "H", "H", "H", "H", "H", "H", "H", "H", "H", "H", "C", "C", "O", "C", "C", "H", "H", "H", "H", "H", "H", "H", "H", "H", "H", "C", "C", "O", "C", "C", "H", "H", "H", "H", "H", "H", "H", "H", "H", "H", "C", "C", "O", "C", "C", "H", "H", "H", "H", "H", "H", "H", "H", "H", "H", "C", "C", "O", "C", "C", "H", "H", "H", "H", "H", "H", "H", "H", "H", "H", "C", "C", "O", "C", "C", "H", "H", "H", "H", "H", "H", "H", "H", "H", "H"], "positions_angstrom": [[-2.5423, -1.4684, 1.3133], [-1.6549, -1.2997, -0.0411], [-2.1340, -0.0779, -0.6767], [-1.4572, 0.0016, -1.9526], [-1.8317, 1.4130, -2.6067], [-1.4236, 2.5782, -1.8412], [-0.1980, 2.3716, -1.1501], [-0.1759, 2.1183, 0.3937], [1.1547, 1.8793, 1.2039], [1.0942, 1.6234, 2.7770], [-0.0759, 2.4106, 3.5456], [0.3514, 3.8840, 4.0135], [1.5424, 3.8958, 5.0930], [0.7361, 4.8497, 2.7562], [2.4945, 1.8595, 0.4324], [2.4686, 2.0755, -1.1314], [1.1572, 2.3540, -1.9316], [1.2665, 2.6071, -3.5059], [1.6600, 4.1632, -3.7656], [2.1077, 4.5887, -4.8645], [3.9126, 1.9932, -1.8487], [4.2349, 2.7804, -2.7665], [4.8833, 0.8617, -1.2223], [5.8032, -0.1023, -2.1031], [5.0351, -1.9721, -2.1743], [5.8940, 0.3586, -3.6690], [4.4834, 0.0128, -4.4171], [4.9138, 0.6804, 0.2066], [5.8754, -0.4494, 0.8101], [6.0967, -0.3586, 2.3924], [7.1031, 0.8608, 2.7805], [6.6198, -1.5884, 2.9736], [3.9374, 1.6015, 1.1130], [4.2605, 2.1114, 2.2098], [-2.0397, -0.8754, 2.1530], [-2.6278, -2.5797, 1.5507], [-3.5605, -0.9874, 1.0549], [-0.5406, -1.1596, 0.1841], [-1.7649, -2.1885, -0.7539], [-1.9463, -0.8065, -2.6287], [-0.3425, -0.2431, -1.9266], [-2.9878, 1.4508, -2.6510], [-1.4809, 1.4024, -3.6946], [-1.2130, 2.1138, 0.8949], [0.8717, 0.4952, 2.9144], [2.0675, 1.8221, 3.3351], [-1.0605, 2.4269, 2.9687], [-0.2838, 1.8100, 4.5151], [-0.5683, 4.3685, 4.5052], [2.1239, 2.9136, 5.1784], [1.0846, 4.0873, 6.1317], [2.2929, 4.7246, 4.8628], [-0.1810, 4.9163, 2.0576], [1.0322, 5.8883, 3.1685], [1.6283, 4.4271, 2.1567], [2.1198, 1.9896, -3.9831], [0.3257, 2.3513, -4.0958], [1.5824, 4.9508, -2.9180], [6.9047, -0.1330, -1.7558], [6.1256, 1.4728, -3.7801], [6.6832, -0.2632, -4.2082], [4.4916, -1.0318, -4.8919], [4.2479, 0.8091, -5.2235], [3.5889, 0.0465, -3.6934], [5.3682, -1.4720, 0.6134], [6.9262, -0.4608, 0.3359], [5.1190, -0.1430, 2.9371], [8.1717, 0.5043, 2.9752], [7.0822, 1.7106, 2.0204], [6.7115, 1.2807, 3.7767], [1.4026, -4.2048, -3.4590], [0.2842, -4.4379, -2.4586], [-0.8815, -3.6628, -2.7171], [-1.5162, -3.8775, -3.9714], [-1.9891, -5.3055, -4.1778], [1.6798, -3.1471, -3.4833], [2.2841, -4.7920, -3.1872], [1.1112, -4.4897, -4.4716], [0.6334, -4.1477, -1.4640], [0.0247, -5.5003, -2.3953], [-0.8584, -3.5583, -4.7869], [-2.3830, -3.2118, -3.9979], [-1.1591, -6.0154, -4.1726], [-2.5049, -5.4017, -5.1366], [-2.6756, -5.6000, -3.3787], [-6.2206, -6.7533, -3.3457], [-6.3996, -6.4887, -4.8300], [-5.2489, -6.8014, -5.6058], [-4.8093, -8.1526, -5.5668], [-5.8477, -9.1443, -6.0611], [-5.3682, -6.1898, -2.9563], [-7.1178, -6.4561, -2.7959], [-6.0368, -7.8091, -3.1384], [-6.5914, -5.4227, -4.9784], [-7.2752, -7.0164, -5.2235], [-4.4665, -8.4092, -4.5584], [-3.9302, -8.2118, -6.2140], [-6.7469, -9.1368, -5.4415], [-5.4420, -10.1595, -6.0488], [-6.1532, -8.9003, -7.0827], [-1.7772, -14.6280, -6.2927], [-2.7352, -13.7129, -7.0342], [-3.1810, -12.6072, -6.2576], [-2.1752, -11.7179, -5.7919], [-1.3760, -11.0672, -6.9075], [-2.2392, -15.0039, -5.3757], [-1.5022, -15.4795, -6.9211], [-0.8580, -14.1127, -6.0082], [-3.6293, -14.2808, -7.3040], [-2.2985, -13.3615, -7.9754], [-1.5172, -12.2300, -5.0818], [-2.6889, -10.9366, -5.2254], [-0.8297, -11.8030, -7.5013], [-0.6480, -10.3640, -6.4948], [-2.0402, -10.5266, -7.5881], [3.7155, 8.6830, 6.2632], [3.1744, 7.7734, 5.1747], [2.4237, 8.4610, 4.1804], [3.1152, 9.4659, 3.4512], [4.3186, 8.9429, 2.6864], [2.9000, 9.2260, 6.7488], [4.2456, 8.0971, 7.0191], [4.4116, 9.4245, 5.8671], [2.4948, 7.0465, 5.6274], [3.9776, 7.1933, 4.7070], [3.3980, 10.2885, 4.1168], [2.3975, 9.8806, 2.7386], [5.0766, 8.5262, 3.3529], [4.7847, 9.7480, 2.1126], [4.0175, 8.1488, 1.9971], [-1.8554, 3.8945, 8.5357], [-2.7018, 3.1747, 7.5010], [-2.0440, 2.0651, 6.9011], [-1.6425, 1.0202, 7.7769], [-2.7958, 0.3810, 8.5304], [-0.9172, 4.2380, 8.0911], [-2.3936, 4.7604, 8.9310], [-1.6009, 3.2474, 9.3770], [-2.9360, 3.8698, 6.6904], [-3.6623, 2.8607, 7.9240], [-0.8723, 1.3809, 8.4670], [-1.1644, 0.2602, 7.1536], [-3.3043, 1.0953, 9.1813], [-2.4346, -0.4407, 9.1542], [-3.5396, -0.0100, 7.8303], [-4.0532, 7.0333, 1.0181], [-3.2061, 6.6295, 2.2116], [-1.8230, 6.9191, 2.0509], [-1.4820, 8.2852, 1.8579], [-1.8986, 9.1846, 3.0084], [-3.6929, 6.5432, 0.1095], [-5.0968, 6.7493, 1.1793], [-4.0239, 8.1102, 0.8424], [-3.2809, 5.5471, 2.3481], [-3.5820, 7.0827, 3.1356], [-1.8902, 8.6457, 0.9076], [-0.3941, 8.3216, 1.7583], [-2.9820, 9.1960, 3.1464], [-1.5744, 10.2123, 2.8254], [-1.4535, 8.8372, 3.9452]], "mulliken_charge": [-0.9800, 0.3878, -0.3493, 0.0698, -0.7922, -0.4983, -0.1273, -0.4913, 0.8236, -0.5411, -0.4020, 0.7109, -1.0108, -0.7504, 0.2497, 0.9572, 0.5301, -0.6754, 0.0605, -0.5366, -0.2559, -0.5141, 0.5574, -0.6285, -0.1129, -0.6568, -0.8472, 0.7743, -0.7061, 0.5428, -1.0293, -0.3894, -0.2924, -0.5711, 0.1315, 0.3491, 0.2537, 0.1285, -0.0364, 0.0933, 0.2383, 0.4074, 0.2268, -0.0020, 0.3880, 0.0424, 0.3349, -0.0160, 0.2706, 0.3147, 0.0740, 0.1290, 0.0333, 0.3485, 0.0408, -0.1246, 0.2164, 0.3376, 0.4413, 0.3635, 0.3290, 0.3762, 0.3027, 0.1144, 0.2984, 0.0940, 0.0976, 0.3563, 0.2646, 0.2516, -1.0629, -0.3563, -0.3531, -0.4566, -1.1333, 0.2554, 0.4011, 0.2840, 0.3668, 0.3085, 0.3360, 0.3370, 0.3046, 0.4398, 0.3066, -0.9135, -0.3383, -0.4471, -0.1385, -1.1039, 0.1767, 0.3916, 0.2571, 0.3410, 0.3175, 0.3001, 0.2620, 0.2799, 0.3198, 0.3170, -1.0209, -0.3490, -0.3975, -0.2498, -1.1114, 0.2890, 0.3824, 0.2632, 0.3260, 0.3091, 0.2868, 0.2623, 0.3548, 0.3741, 0.2781, -1.2979, -0.1057, -0.3243, -0.3214, -1.0812, 0.3025, 0.4039, 0.2988, 0.2064, 0.3466, 0.3350, 0.3206, 0.2638, 0.4011, 0.2689, -0.9391, -0.3689, -0.3694, -0.3191, -1.1021, 0.1440, 0.4001, 0.2787, 0.3433, 0.3252, 0.3361, 0.3155, 0.2670, 0.3897, 0.3031, -1.1515, -0.2992, -0.2542, -0.3088, -1.1950, 0.3008, 0.3982, 0.2785, 0.3074, 0.3195, 0.3139, 0.2564, 0.3480, 0.3928, 0.3005]}